(1)
{"formula": "C17H32N3NiOS", "method": "the ωB97M-V functional and the def2-TZVPD basis", "e_tot_ev": -76536.31431, "e_lumo_ev": [-2.9, -2.9], "charge": 1, "homo_lumo_gap_ev": [8.15, 8.11], "species": ["Ni", "C", "C", "N", "C", "C", "S", "C", "C", "N", "H", "H", "H", "H", "H", "H", "H", "H", "H", "H", "H", "H", "H", "H", "C", "C", "O", "H", "H", "H", "H", "H", "H", "C", "N", "C", "C", "C", "C", "C", "C", "C", "C", "H", "H", "H", "H", "H", "H", "H", "H", "H", "H", "H", "H"], "coordinates": [[0.19361, 0.57880, -0.34764], [-0.95801, 3.15820, 0.68848], [-0.45185, 2.66385, 2.05299], [0.35575, 1.44017, 1.94174], [1.67773, 1.54616, 2.59606], [2.62054, 2.63178, 2.08189], [3.36255, 2.34379, 0.45210], [2.48503, 3.42311, -0.72974], [1.08109, 3.87855, -0.39020], [0.00742, 2.85375, -0.38385], [-1.91056, 2.69849, 0.43409], [-1.14751, 4.23477, 0.75373], [0.13362, 3.44856, 2.53338], [-1.31226, 2.50835, 2.70801], [-0.11821, 0.68609, 2.42434], [1.54879, 1.72921, 3.67089], [2.16785, 0.57634, 2.48930], [2.18429, 3.62767, 2.13170], [3.46397, 2.66245, 2.77259], [3.08594, 4.32166, -0.87102], [2.50195, 2.87950, -1.67686], [1.09377, 4.36445, 0.58465], [0.81583, 4.66730, -1.10033], [-0.48735, 2.93331, -1.26564], [-4.08953, 0.74088, -1.09321], [-2.80179, -0.02786, -1.26038], [-1.76387, 0.54636, -0.41918], [-4.86915, 0.28670, -1.70415], [-3.97373, 1.77962, -1.40087], [-4.43383, 0.71160, -0.05680], [-2.41093, 0.03903, -2.27287], [-2.92111, -1.07548, -0.99341], [-2.07998, 0.51827, 0.49183], [-0.98728, -4.01485, 0.81933], [-0.80369, -4.37405, -0.57447], [-1.89773, -5.20792, -1.03946], [-0.66476, -3.19210, -1.40591], [0.61982, -2.45444, -1.13481], [1.82702, -3.15788, -1.22579], [3.05870, -2.55421, -1.02603], [3.14411, -1.20104, -0.71814], [1.94757, -0.51695, -0.61988], [0.72478, -1.11037, -0.82696], [-0.99333, -4.91224, 1.43684], [-1.94094, -3.47986, 0.98253], [-0.16880, -3.37759, 1.15453], [-1.95531, -6.11070, -0.43255], [-1.72932, -5.50296, -2.07486], [-2.87043, -4.69083, -0.97681], [-1.52128, -2.51227, -1.28507], [-0.66999, -3.50810, -2.45265], [1.77844, -4.21714, -1.44712], [3.96085, -3.14557, -1.10637], [4.09276, -0.70750, -0.55637], [1.99879, 0.57314, -0.33159]]}

(2)
{"formula": "C17H32N6O4SSe2Sn", "method": "the ωB97M-V functional and the def2-TZVPD basis", "e_tot_ev": -182628.79652, "e_lumo_ev": -5.3, "charge": 2, "homo_lumo_gap_ev": 7.94, "species": ["Sn", "N", "C", "C", "C", "C", "N", "C", "N", "N", "C", "O", "O", "H", "H", "H", "H", "H", "H", "H", "H", "H", "H", "H", "H", "H", "H", "O", "C", "C", "C", "O", "C", "Se", "C", "Se", "H", "H", "H", "H", "H", "H", "H", "H", "H", "H", "C", "C", "C", "C", "N", "C", "S", "N", "C", "H", "H", "H", "H", "H", "H", "H", "H"], "coordinates": [[-0.94595, 0.87845, -0.22714], [-0.76205, 0.55989, -2.66468], [0.06103, -0.64240, -2.89220], [0.62770, -0.77529, -4.32206], [0.09213, -1.98437, -5.10243], [0.90218, -3.25971, -4.87321], [1.12319, -3.53886, -3.45554], [0.27332, -4.12705, -2.63057], [0.50823, -4.05861, -1.31787], [-0.79087, -4.80090, -3.07330], [1.10490, -0.73367, -1.76678], [2.04887, -1.50114, -1.85637], [0.87553, -0.01091, -0.71490], [-1.62463, 0.51734, -3.19949], [-0.25967, 1.38401, -2.98956], [-0.60420, -1.48831, -2.68957], [1.71900, -0.80377, -4.28944], [0.36797, 0.13364, -4.86706], [0.12078, -1.77227, -6.17226], [-0.96115, -2.14767, -4.85251], [1.89420, -3.15161, -5.31093], [0.45645, -4.12297, -5.36774], [1.80694, -2.93272, -2.99664], [1.26563, -3.48574, -0.97578], [-0.10851, -4.48676, -0.65050], [-0.98963, -4.86943, -4.05504], [-1.47209, -5.16752, -2.43202], [0.43372, 2.66297, 1.58160], [-0.44104, 2.53906, 2.69992], [0.09291, 1.59419, 3.79224], [0.96829, 2.37585, 4.78176], [0.16856, 3.39701, 5.34154], [-1.07322, 0.97325, 4.56148], [-2.05831, -0.31791, 3.44940], [0.94557, 0.47695, 3.19969], [-0.16520, -0.70595, 2.11351], [1.07859, 3.36088, 1.73700], [-1.38176, 2.14568, 2.30634], [-0.65327, 3.51443, 3.13797], [1.83498, 2.79147, 4.25199], [1.34464, 1.69436, 5.55224], [0.64709, 3.83570, 6.05228], [-1.78768, 1.72579, 4.89148], [-0.70868, 0.43077, 5.43158], [1.41311, -0.13267, 3.97103], [1.70682, 0.85975, 2.52292], [-5.98334, 0.23842, 2.33226], [-5.53282, -0.90759, 1.49578], [-6.24298, -2.04764, 1.25284], [-5.66327, -3.03886, 0.44017], [-4.45398, -2.89830, -0.09822], [-3.77057, -1.78689, 0.14057], [-2.20161, -1.59835, -0.52577], [-4.30647, -0.81206, 0.92077], [-6.39256, -4.30965, 0.16968], [-6.94125, 0.01903, 2.79482], [-6.09122, 1.13536, 1.71976], [-5.25359, 0.44655, 3.11687], [-7.22525, -2.18200, 1.68001], [-3.73712, 0.00334, 1.11234], [-7.44215, -4.11776, -0.04975], [-6.35913, -4.93793, 1.06331], [-5.92831, -4.84576, -0.65230]]}

(3)
{"formula": "C17H32NO2", "method": "the ωB97M-V functional and the def2-TZVPD basis", "e_tot_ev": -23711.21275, "e_lumo_ev": -2.5, "charge": 1, "de_lowest_kcal_mol": 394.20, "homo_lumo_gap_ev": 9.51, "species": ["C", "C", "C", "H", "H", "C", "C", "O", "O", "C", "C", "C", "H", "C", "H", "H", "C", "H", "H", "C", "C", "H", "H", "H", "N", "C", "H", "H", "H", "C", "H", "H", "H", "H", "H", "H", "H", "C", "C", "C", "H", "H", "H", "H", "H", "H", "H", "H", "H", "H", "H", "H"], "coordinates": [[2.18569, 4.19161, -3.75654], [2.51275, 3.17877, -2.62946], [1.47036, 2.10694, -2.25726], [1.21099, 1.63911, -3.24517], [0.48053, 2.79767, -2.24177], [1.90440, 1.42015, -1.23602], [0.67405, 0.91551, -0.58557], [-0.40459, 1.08793, -0.76343], [0.98678, -0.50154, -0.04063], [-0.17364, -1.14203, 0.70517], [-1.00560, -1.71464, -0.20219], [-2.32507, -2.14975, 0.35405], [-3.34444, -2.38740, -0.45070], [-2.10801, -3.18436, 1.57527], [-1.31384, -3.81783, 1.08700], [-2.95520, -3.69537, 1.67566], [-2.00137, -2.23319, 2.76587], [-0.86711, -2.41972, 3.17472], [-2.56182, -2.76221, 3.63280], [-1.97033, -0.81437, 2.45316], [-0.68472, -0.33609, 1.76542], [-0.67142, 0.83366, 1.63989], [0.08234, -0.31656, 2.78089], [-2.33422, -0.13385, 3.28149], [-2.92733, -1.20265, 1.13193], [-3.24516, 0.25077, 0.53386], [-4.05168, 0.25487, -0.38879], [-3.50504, 0.94293, 1.22672], [-2.23233, 0.80926, 0.08332], [-4.41180, -1.24890, 1.81468], [-4.66497, -0.60375, 2.41936], [-5.06107, -1.47505, 0.80926], [-4.33891, -2.24708, 2.38170], [-1.47207, -0.79486, -1.09500], [-0.81052, -2.43636, -0.86980], [0.51757, -2.12222, 1.27765], [2.30087, 1.80198, -0.51476], [3.02415, 0.44191, -1.40821], [4.31451, 0.36540, -0.76038], [4.24884, -0.02830, 0.73310], [3.61944, -0.99080, 0.82100], [3.50761, 0.73500, 1.31529], [5.05326, 0.08201, 1.16188], [4.96965, -0.14057, -1.30968], [4.75809, 1.36579, -0.88268], [3.08910, 0.39923, -2.62734], [2.46064, -0.68064, -1.51365], [3.34770, 2.76208, -2.94522], [2.89253, 3.72288, -1.84151], [2.15441, 3.63690, -4.73670], [1.33193, 4.64852, -3.58894], [3.01772, 4.79882, -4.08127]]}

(4)
{"formula": "C17H32NO2PtSe2Si2", "method": "the ωB97M-V functional and the def2-TZVPD basis", "e_tot_ev": -173423.22032, "e_lumo_ev": -5.2, "charge": 1, "homo_lumo_gap_ev": 5.86, "species": ["Pt", "C", "Si", "C", "C", "C", "C", "C", "C", "C", "C", "N", "Si", "C", "C", "C", "H", "H", "H", "H", "H", "H", "H", "H", "H", "H", "H", "H", "H", "H", "H", "H", "H", "H", "H", "H", "H", "H", "O", "C", "C", "C", "O", "C", "Se", "C", "Se", "H", "H", "H", "H", "H", "H", "H", "H", "H", "H"], "coordinates": [[-0.92816, -0.32353, 0.29047], [3.30746, -2.81587, -0.00022], [2.02148, -1.66624, 0.70504], [1.21364, -2.53814, 2.14249], [2.84172, -0.06997, 1.17193], [0.65892, -1.41781, -0.62648], [-0.24370, -2.60261, -0.79923], [-0.11146, -3.87149, -1.33249], [-1.24570, -4.67164, -1.32963], [-2.45434, -4.20089, -0.81167], [-2.51836, -2.92646, -0.29794], [-1.40876, -2.17653, -0.30727], [1.02493, -0.53284, -2.29243], [1.51940, 1.22828, -1.98339], [-0.51606, -0.65365, -3.33436], [2.38148, -1.44694, -3.18175], [4.03970, -3.03428, 0.78268], [3.84728, -2.38558, -0.84257], [2.87993, -3.77019, -0.31911], [1.96396, -2.74412, 2.91041], [0.79991, -3.50033, 1.82534], [0.40806, -1.97737, 2.62157], [3.49954, -0.25910, 2.02549], [2.15684, 0.73145, 1.44939], [3.47067, 0.29683, 0.35704], [0.83408, -4.20986, -1.73338], [-1.19887, -5.67374, -1.73577], [-3.34068, -4.81796, -0.80809], [-3.41486, -2.49108, 0.12091], [0.80533, 1.75469, -1.34746], [1.56422, 1.75910, -2.93852], [2.50444, 1.30082, -1.51826], [-1.38902, -0.16591, -2.89740], [-0.77940, -1.69673, -3.53395], [-0.33057, -0.17603, -4.30013], [3.33654, -1.40986, -2.65881], [2.52502, -0.98047, -4.16096], [2.12772, -2.49586, -3.35648], [-1.38440, 5.16451, 3.07220], [-2.33147, 4.69807, 2.11756], [-1.81454, 3.37413, 1.53907], [-0.43863, 3.63289, 0.89418], [0.61440, 3.65052, 1.83805], [-1.76869, 2.33862, 2.65391], [-0.71265, 0.74839, 2.34220], [-2.86991, 2.88499, 0.53978], [-2.40752, 1.34935, -0.56769], [-1.68338, 6.00048, 3.44254], [-2.43768, 5.41678, 1.29909], [-3.31325, 4.55680, 2.58399], [-0.48296, 4.58249, 0.34825], [-0.20057, 2.85678, 0.17230], [0.43859, 4.38551, 2.44042], [-2.76894, 1.95614, 2.84943], [-1.38270, 2.75452, 3.58426], [-3.13031, 3.66903, -0.17653], [-3.77772, 2.61189, 1.07197]]}

Computed molecular weight, in the same sequence as the records: 385.2; 693.2; 282.4; 691.6 Da.